# 1
127
Properties=species:S:1:pos:R:3 method="wB97M-V/def2-TZVPD" multiplicity=2 orbital_gap_ev="5.53 / 5.48" charge=+2 relative_energy_ev=0.763
Ir -0.07 0.05 -0.08
O 3.46 -0.52 2.39
C 2.36 -0.30 1.96
N 2.04 0.04 0.67
C 3.00 -0.14 -0.28
O 4.13 -0.54 -0.13
C 2.51 0.21 -1.67
C 3.33 -0.06 -2.75
C 2.92 0.31 -4.02
C 1.72 1.01 -4.14
C 0.96 1.23 -3.00
N 1.32 0.80 -1.80
C 1.14 -0.34 2.85
C 1.33 -0.59 4.21
C 0.23 -0.60 5.04
C -1.03 -0.37 4.49
C -1.12 -0.16 3.13
N -0.06 -0.15 2.32
H 4.28 -0.54 -2.57
H 3.52 0.10 -4.88
H 1.38 1.37 -5.10
H 0.04 1.80 -3.06
H 2.33 -0.75 4.57
H 0.34 -0.80 6.10
H -1.91 -0.37 5.11
H -2.08 0.03 2.67
C 3.07 -5.22 -4.59
C 2.54 -4.35 -3.50
C 3.22 -4.24 -2.28
C 2.76 -3.45 -1.26
C 3.47 -3.30 0.05
O 2.84 -3.27 1.08
C 4.94 -3.18 -0.02
C 5.64 -2.95 -1.21
C 7.02 -2.89 -1.21
C 7.71 -3.01 -0.01
C 7.03 -3.17 1.18
C 5.65 -3.26 1.19
C 1.49 -2.78 -1.35
O 0.98 -2.20 -0.35
C 0.81 -2.88 -2.62
C 1.36 -3.65 -3.65
C -0.47 -2.26 -2.76
N -0.95 -1.43 -1.89
C -2.25 -0.83 -2.08
C -3.32 -1.83 0.04
Te -1.42 -2.62 0.73
C -1.63 -4.50 -0.25
C -0.48 -5.24 -0.51
C -0.59 -6.52 -1.05
C -1.84 -7.07 -1.28
C -2.98 -6.33 -1.01
C -2.88 -5.05 -0.50
C -1.30 -2.66 -3.94
C -1.98 -3.87 -3.91
C -2.83 -4.20 -4.95
C -3.00 -3.33 -6.01
C -2.30 -2.13 -6.05
C -1.45 -1.80 -5.02
H 4.08 -5.55 -4.38
H 3.05 -4.69 -5.54
H 2.44 -6.10 -4.71
H 4.13 -4.82 -2.13
H 5.10 -2.79 -2.13
H 7.55 -2.73 -2.13
H 8.79 -2.97 -0.02
H 7.57 -3.24 2.11
H 5.10 -3.39 2.10
H 0.83 -3.71 -4.59
H -2.48 -0.72 -3.15
H -1.58 1.10 -2.00
H -4.12 -2.49 0.37
H -3.46 -0.87 0.54
H 0.49 -4.83 -0.29
H 0.30 -7.08 -1.26
H -1.93 -8.08 -1.66
H -3.96 -6.76 -1.19
H -3.79 -4.50 -0.29
H -1.83 -4.55 -3.08
H -3.36 -5.14 -4.92
H -3.68 -3.59 -6.81
H -2.42 -1.46 -6.88
H -0.89 -0.87 -5.04
C -5.13 4.87 2.25
C -3.67 4.80 2.70
C -3.08 6.21 2.65
C -3.63 4.27 4.15
C -2.84 3.86 1.85
C -1.46 3.75 2.06
C -0.74 2.81 1.34
N -1.30 1.98 0.47
C -2.62 2.10 0.21
C -3.39 3.04 0.88
C -3.17 1.15 -0.78
C -4.48 0.97 -0.99
C -5.12 0.03 -1.90
C -4.67 -1.22 -2.04
C -3.37 -1.72 -1.48
N -2.12 0.46 -1.43
C -6.38 0.52 -2.62
C -7.58 0.44 -1.67
C -6.67 -0.34 -3.86
C -6.17 1.96 -3.08
H -5.68 5.54 2.91
H -5.61 3.89 2.31
H -5.21 5.25 1.24
H -3.72 6.89 3.21
H -3.02 6.57 1.63
H -2.09 6.26 3.10
H -4.17 4.95 4.80
H -2.61 4.18 4.51
H -4.10 3.29 4.21
H -0.95 4.37 2.77
H 0.33 2.71 1.47
H -4.43 3.14 0.62
H -5.18 1.56 -0.42
H -5.22 -1.92 -2.65
H -3.20 -2.72 -1.89
H -7.71 -0.57 -1.29
H -8.48 0.72 -2.21
H -7.47 1.12 -0.83
H -7.03 -1.32 -3.59
H -5.78 -0.44 -4.48
H -7.44 0.14 -4.46
H -5.98 2.64 -2.25
H -7.06 2.31 -3.60
H -5.33 2.03 -3.78

# 2
129
Properties=species:S:1:pos:R:3 method="wB97M-V/def2-TZVPD" orbital_gap_ev="5.45 / 4.98" charge=0
Ca -0.30 -1.20 -0.03
C -1.95 2.36 1.72
Si -0.21 1.71 1.44
C 0.44 1.34 3.20
C 0.29 2.40 4.12
C 0.63 2.27 5.45
C 1.12 1.05 5.92
C 1.28 0.00 5.04
C 0.96 0.14 3.69
P 1.22 -1.24 2.52
C 0.84 -2.71 3.53
C 1.79 -3.59 4.03
C 1.40 -4.75 4.69
C 0.05 -5.04 4.86
C -0.91 -4.16 4.37
C -0.51 -3.01 3.71
C 3.03 -1.30 2.32
C 3.89 -0.38 2.93
C 5.27 -0.50 2.77
C 5.80 -1.53 2.00
C 4.95 -2.43 1.38
C 3.57 -2.31 1.52
C 0.95 2.98 0.66
C 0.82 4.31 1.06
C 1.67 5.30 0.58
C 2.66 4.96 -0.34
C 2.78 3.65 -0.77
C 1.94 2.65 -0.28
P 2.11 0.91 -0.85
C 1.02 0.80 -2.27
C 0.02 1.86 -2.54
C -1.00 1.62 -3.69
C -0.94 0.35 -4.49
C 0.04 -0.73 -4.14
C 1.08 -0.50 -3.01
C 3.77 0.89 -1.60
C 4.01 1.21 -2.94
C 5.31 1.19 -3.44
C 6.37 0.85 -2.61
C 6.14 0.53 -1.28
C 4.84 0.54 -0.78
H -2.00 3.45 1.76
H -2.61 2.02 0.92
H -2.32 1.96 2.67
H -0.11 3.35 3.78
H 0.50 3.10 6.13
H 1.37 0.93 6.97
H 1.66 -0.95 5.40
H 2.85 -3.39 3.89
H 2.15 -5.44 5.06
H -0.25 -5.95 5.36
H -1.96 -4.38 4.49
H -1.27 -2.34 3.31
H 3.49 0.42 3.54
H 5.93 0.21 3.25
H 6.87 -1.63 1.89
H 5.35 -3.23 0.76
H 2.90 -3.02 1.04
H 0.05 4.59 1.77
H 1.55 6.32 0.91
H 3.32 5.72 -0.73
H 3.55 3.40 -1.49
H 0.50 2.84 -2.57
H -1.18 2.53 -4.26
H -1.17 0.45 -5.54
H 0.49 -1.25 -4.99
H 2.11 -0.73 -3.30
H 3.19 1.49 -3.58
H 5.48 1.43 -4.48
H 7.38 0.83 -3.01
H 6.96 0.25 -0.64
H 4.66 0.28 0.25
C -5.10 -1.83 -2.30
N -4.26 -1.41 -1.20
C -4.67 -1.37 0.12
C -3.61 -0.89 0.82
N -2.58 -0.62 -0.04
C -2.98 -0.94 -1.27
P -2.26 -0.52 -3.04
C -0.69 -1.67 -3.13
N 0.51 -1.65 -2.19
C 1.13 -2.94 -2.43
C 0.28 -3.73 -3.07
N -0.91 -3.07 -3.37
C -1.88 -3.54 -4.33
C -2.03 1.32 -2.55
N -1.09 1.84 -1.50
C -1.62 3.15 -1.24
C -2.86 3.26 -1.71
N -3.25 2.07 -2.35
C -4.22 2.11 -3.44
H -5.99 -2.31 -1.89
H -5.39 -0.98 -2.92
H -4.57 -2.54 -2.93
H -5.65 -1.69 0.42
H -3.53 -0.72 1.88
H 2.05 -3.19 -1.93
H 0.39 -4.78 -3.31
H -1.63 -4.56 -4.61
H -2.89 -3.54 -3.90
H -1.90 -2.92 -5.23
H -1.07 3.86 -0.63
H -3.55 4.08 -1.61
H -4.54 3.14 -3.63
H -3.77 1.72 -4.36
H -5.10 1.51 -3.22
C -1.17 -9.62 1.69
C -0.91 -8.17 1.35
C 0.31 -7.76 0.83
C 0.56 -6.43 0.53
C 1.93 -6.07 0.00
C -0.44 -5.48 0.72
C -1.69 -5.87 1.24
C -2.84 -4.93 1.49
C -1.90 -7.21 1.55
C -0.16 -4.03 0.41
O 0.99 -3.59 0.59
O -1.12 -3.30 0.02
H -0.31 -10.24 1.44
H -2.04 -10.00 1.16
H -1.36 -9.74 2.76
H 1.09 -8.50 0.67
H 2.47 -6.98 -0.28
H 2.51 -5.54 0.76
H 1.87 -5.41 -0.86
H -2.52 -4.02 1.99
H -3.60 -5.42 2.10
H -3.30 -4.60 0.55
H -2.85 -7.52 1.96

# 3
146
Properties=species:S:1:pos:R:3 method="wB97M-V/def2-TZVPD" orbital_gap_ev=6.58 charge=0 smiles="CCOP(=O)(CCC[C@]1(S)[C@@](I)(CCCN)OC(=O)[C@@]1(/C(I)=C(/C)I)P(O)(O)=S)OCC.O=C1C=CC(=O)C=C1.O=C1C=CC(=O)C=C1.O=C1C=CC(=O)C=C1.O=C1C=CC(=O)C=C1.O=C1C=CC(=O)C=C1.O=C1C=CC(=O)C=C1.O=C1C=CC(=O)C=C1"
C -0.26 2.09 4.14
C -0.70 2.49 2.74
O 0.14 2.00 1.68
P 1.66 2.42 1.62
O 2.59 1.56 2.37
C 2.08 2.65 -0.11
C 1.70 1.52 -1.09
C 2.85 1.03 -2.00
C 3.64 -0.25 -1.64
S 4.51 0.08 -0.06
C 4.74 -0.48 -2.78
I 5.13 1.19 -4.20
C 6.12 -0.99 -2.39
C 7.20 0.05 -2.02
C 8.14 -0.52 -0.93
N 8.76 0.62 -0.20
O 4.15 -1.41 -3.68
C 2.80 -1.44 -3.35
O 1.99 -1.15 -4.16
C 2.79 -1.60 -1.83
C 1.49 -1.72 -1.02
I 1.62 -1.18 1.04
C 0.31 -2.24 -1.37
C -0.90 -2.32 -0.48
I -0.05 -3.20 -3.21
P 3.66 -3.21 -1.29
O 4.68 -2.89 -0.12
O 2.51 -4.04 -0.57
S 4.42 -4.31 -2.70
O 1.69 3.92 2.22
C 2.98 4.35 2.71
C 3.00 5.86 2.80
H 0.32 1.17 4.07
H 0.33 2.87 4.62
H -1.14 1.92 4.75
H -1.68 2.04 2.57
H -0.85 3.57 2.67
H 1.58 3.57 -0.41
H 3.14 2.88 -0.10
H 1.13 0.72 -0.62
H 0.99 1.99 -1.77
H 2.46 1.00 -3.02
H 3.57 1.84 -1.96
H 4.94 1.32 -0.35
H 6.49 -1.51 -3.28
H 6.09 -1.71 -1.59
H 7.83 0.28 -2.87
H 6.77 0.94 -1.59
H 8.91 -1.10 -1.43
H 7.57 -1.14 -0.24
H 8.19 0.76 0.63
H 9.64 0.28 0.17
H -1.70 -2.84 -0.98
H -0.68 -2.87 0.43
H -1.25 -1.31 -0.28
H 5.52 -3.34 -0.28
H 2.79 -4.97 -0.60
H 3.17 3.93 3.69
H 3.76 4.04 2.03
H 2.34 6.23 3.58
H 4.02 6.14 3.09
H 2.79 6.34 1.86
O -3.43 1.37 5.44
C -4.08 0.66 4.70
C -3.49 -0.58 4.14
C -4.18 -1.36 3.32
C -5.57 -1.02 2.93
O -6.19 -1.73 2.16
C -6.17 0.21 3.50
C -5.47 0.99 4.32
H -2.47 -0.80 4.43
H -3.77 -2.26 2.89
H -7.18 0.44 3.20
H -5.88 1.90 4.74
O -3.48 0.62 -0.13
C -4.47 0.73 -0.84
C -4.68 1.92 -1.70
C -5.76 2.03 -2.46
C -6.80 0.97 -2.49
O -7.78 1.07 -3.19
C -6.58 -0.23 -1.63
C -5.50 -0.33 -0.86
H -3.91 2.68 -1.66
H -5.94 2.89 -3.10
H -7.35 -0.99 -1.67
H -5.33 -1.19 -0.23
O 8.13 4.70 1.54
C 9.34 4.72 1.59
C 10.07 5.78 2.33
C 11.40 5.80 2.38
C 12.21 4.76 1.71
O 13.42 4.78 1.76
C 11.48 3.70 0.97
C 10.16 3.68 0.91
H 9.46 6.53 2.82
H 11.95 6.57 2.91
H 12.10 2.95 0.48
H 9.61 2.91 0.38
O -2.59 -5.31 -0.86
C -3.69 -5.05 -1.28
C -4.75 -4.52 -0.37
C -5.96 -4.23 -0.82
C -6.31 -4.41 -2.26
O -7.42 -4.14 -2.67
C -5.26 -4.94 -3.16
C -4.04 -5.23 -2.71
H -4.47 -4.39 0.67
H -6.74 -3.85 -0.18
H -5.54 -5.06 -4.20
H -3.26 -5.61 -3.35
O 1.12 0.12 -8.48
C 2.32 0.14 -8.65
C 3.26 -0.25 -7.58
C 4.58 -0.23 -7.77
C 5.16 0.20 -9.07
O 6.36 0.23 -9.25
C 4.21 0.60 -10.14
C 2.90 0.57 -9.95
H 2.82 -0.56 -6.63
H 5.28 -0.51 -7.00
H 4.66 0.91 -11.08
H 2.19 0.86 -10.72
O -10.14 6.51 6.87
C -9.60 5.68 6.18
C -8.86 4.54 6.77
C -8.27 3.63 6.00
C -8.33 3.72 4.52
O -7.79 2.88 3.82
C -9.07 4.86 3.93
C -9.66 5.77 4.69
H -8.83 4.49 7.85
H -7.72 2.79 6.41
H -9.10 4.90 2.85
H -10.21 6.61 4.28
O -5.93 -5.94 3.41
C -6.03 -6.98 2.80
C -4.96 -7.42 1.87
C -5.06 -8.56 1.19
C -6.25 -9.44 1.33
O -6.34 -10.48 0.72
C -7.32 -8.99 2.26
C -7.22 -7.85 2.94
H -4.10 -6.77 1.78
H -4.29 -8.90 0.51
H -8.18 -9.65 2.35
H -7.98 -7.51 3.62

What did we get for DFT total energy? Answer: -89339.2924 -129324.4426 -171155.5589 eV, in the order shown.